# C3H10O

2 unconnected molecules or ions with the total composition C3H10O (the ωB97M-V functional and the def2-TZVPD basis, the Open Molecules 2025 dataset).

gap between HOMO and LUMO (spin up / spin down)	11.84 / 3.91	eV
calculated total energy	-195.08609	Eh
net charge	+1
spin multiplicity	2
energy relative to the best compared isomer or geometry (same formula, charge and spin)	118.58	kJ/mol
largest force on an atom	3.940	eV Å⁻¹

Geometry (Å):
C -0.0187 0.8062 -1.5383
C -1.4892 0.4845 -1.5722
H 0.5406 -0.0764 -1.1632
H 0.4490 1.0518 -2.4948
H 0.3716 1.6139 -0.8997
H -1.8475 1.0622 -2.4426
H -1.9417 0.8774 -0.6474
H -1.7981 -0.5584 -1.6936
C 0.7006 -0.9724 2.3632
O 1.4207 -0.5155 1.2097
H 2.3917 -0.3735 1.3527
H -0.2186 -1.2850 1.8233
H 1.1947 -1.8893 2.6942
H 0.2450 -0.2255 3.0086

Atomic forces in eV per Å
1.5 -0.4 -0.2
-0.1 1.5 0.0
0.1 -0.1 0.2
-0.4 -0.3 -0.2
-0.6 -0.1 0.4
-0.5 -0.4 0.4
-0.1 -0.3 -0.3
0.3 0.1 -0.1
-0.6 -2.1 -3.3
0.0 1.6 1.1
-0.3 -0.6 0.0
0.0 -0.1 0.4
0.2 0.6 1.1
0.7 0.7 0.5

Atom charges from the Mulliken analysis, given in e for atoms 1 to 2: C -0.652; C -0.795

---

# C4H12N6O

2 unconnected molecules or ions with the total composition C4H12N6O (the ωB97M-V functional and the def2-TZVPD basis, the Open Molecules 2025 dataset).

gap between HOMO and LUMO (spin up / spin down)	8.98 / 8.98	eV
calculated total energy	-562.53273	Eh
net charge	+2
energy relative to the best compared isomer or geometry (same formula, charge and spin)	517.22	kJ/mol
largest force on an atom	6.472	eV Å⁻¹

Geometry (Å):
C -2.3730 -0.3235 -0.0649
C 0.6223 0.6930 -2.0476
C -0.0811 -0.2768 2.2509
C -0.0395 -0.7684 -0.1911
N 2.2799 1.1522 -0.5839
N 1.6539 0.9964 -1.5442
N -1.1679 -0.2599 -0.4843
N 0.5099 -0.9098 1.0135
N -0.0795 1.2757 -3.1198
N 1.7882 -1.3781 1.1126
O -2.8885 -1.2935 0.6600
H -3.0590 0.4467 -0.5056
H -1.1012 -0.7714 2.4528
H 0.5211 -0.3002 3.1123
H -0.2745 0.7623 1.8790
H 0.6532 -1.3331 -0.9770
H 3.3014 1.0330 -0.4667
H 0.5497 1.3947 -3.8657
H -0.8907 0.6585 -3.3755
H -0.4399 2.2614 -2.9483
H -2.2511 -1.9517 0.9565
H 2.3628 -0.9440 1.8939
H 1.9551 -2.2970 0.8228

Atomic forces in eV per Å
-0.5 -0.3 -0.7
-1.0 -1.3 -2.2
-3.0 0.3 -2.9
4.7 -4.4 0.9
3.5 1.3 4.8
-0.9 0.3 -1.7
-2.4 1.6 -0.4
-0.9 0.8 0.6
-2.3 1.4 0.8
1.6 2.2 1.4
-0.5 1.2 -0.3
0.1 -1.0 1.1
1.6 0.8 0.0
1.0 -0.3 0.7
0.0 -0.6 1.0
-1.9 1.5 1.5
-0.6 -0.2 -1.0
1.0 -0.1 -2.0
0.8 0.7 -0.1
0.2 -1.1 0.1
0.3 -0.3 0.0
-1.2 -1.2 -1.5
0.2 -1.5 0.0

Atom charges from the Mulliken analysis, given in e for atoms 1 to 2: C 0.080; C -0.279

---

# C4H8FN

A single C4H8FN molecule (the ωB97M-V functional and the def2-TZVPD basis, the Open Molecules 2025 dataset).

gap between HOMO and LUMO	9.85	eV
calculated total energy	-311.81126	Eh
energy relative to the best compared isomer or geometry (same formula, charge and spin)	21.34	kJ/mol
largest force on an atom	1.693	eV Å⁻¹

Geometry (Å):
F 1.7671 -0.0244 -0.8670
C 1.1226 0.0984 0.3344
C 0.1555 -1.0773 0.4900
C -0.9256 -0.7025 -0.5174
N -1.0752 0.7312 -0.2550
C 0.1860 1.2671 0.2625
H 1.8549 0.0866 1.1213
H 0.6984 -2.0452 0.2932
H -0.3756 -1.1359 1.4634
H -1.9636 -1.1447 -0.4007
H -0.5774 -0.9763 -1.5347
H -1.4339 1.1817 -1.0927
H 0.0561 1.7808 1.2210
H 0.5107 1.9606 -0.5184

Atomic forces in eV per Å
0.6 -0.2 -0.8
-1.2 -0.7 1.0
-0.3 -1.5 -0.1
-1.1 -0.6 -0.4
-0.7 -0.4 -0.3
-0.3 1.0 -1.1
0.4 0.4 0.3
-0.7 0.9 0.2
0.9 0.2 -0.2
1.4 0.0 0.2
-0.1 0.4 0.3
0.3 0.2 0.4
0.0 -0.1 -0.1
0.6 0.3 0.6

Atom charges from the Mulliken analysis, given in e for atoms 1 to 2: F -0.316; C 0.167